Below is an isolated molecule of C4H7N3O, with properties calculated with ωB97M-V/def2-TZVPD.

Each line ends with the natural charge from an NBO analysis.
CARTESIAN COORDINATES (ANGSTROEM)
1 N 0.688596 -1.312751 0.755974  -0.422
2 H 1.285277 1.811923 0.131877  0.225
3 C 0.088679 0.004571 0.981567  -0.095
4 H 0.138265 0.331297 2.043161  0.226
5 N 0.768917 -1.289694 -0.665312  -0.489
6 N -0.828910 1.555753 -0.013752  -0.562
7 C 0.523094 0.978763 0.016038  -0.174
8 H -0.102751 -1.938939 0.906485  0.346
9 C -1.363172 0.250568 0.473209  -0.254
10 O 1.497343 0.250981 -2.224414  -0.583
11 H -2.275255 0.445418 1.080890  0.211
12 H -1.503979 -0.563597 -0.410175  0.176
13 H -1.168415 1.587141 -0.951839  0.359
14 H 1.177529 -2.114497 -1.042672  0.403
15 C 1.074783 0.003063 -1.081037  0.635

Cartesian forces (eV/Å) of the 3 atoms listed first:
-1.1132 -0.1050 0.4457
-0.5296 -1.3151 0.3897
-1.3877 -1.1019 4.5872

The value obtained for the lowest unoccupied orbital energy is 0.91 eV. For the energy above the lowest of the compared OMol25 structures with the same formula, charge and spin, the calculation gives 75.0 kcal per mole. Its SMILES is O=C1NN[C@@H]2CN[C@H]12.